10 unconnected molecules or ions with the total composition C49H116F18N7O4P3 at a distorted geometry, computed with ωB97M-V/def2-TZVPD.

Geometry as XYZ:
```
197
Properties=species:S:1:pos:R:3:forces:R:3:mulliken_charge:R:1
C -4.064 8.226 3.770 -0.440 0.179 -0.167 -1.040
C -3.766 7.590 2.443 1.846 -3.758 1.111 0.592
O -3.325 6.428 2.436 -1.683 4.291 -1.422 -0.448
N -3.914 8.411 1.148 0.848 -0.710 0.416 -0.206
H -4.868 8.330 0.824 -0.608 -0.838 -0.627 0.402
H -3.916 9.399 1.356 0.516 0.593 0.455 0.403
C -2.858 8.144 0.020 -0.905 0.238 0.957 -0.784
H -5.128 8.244 4.005 -0.263 -0.041 -0.358 0.332
H -3.742 9.262 3.875 0.300 -0.093 -0.055 0.381
H -3.628 7.544 4.501 0.198 0.404 -0.014 0.310
H -2.652 7.074 -0.004 -0.309 0.177 -0.218 0.338
H -1.964 8.689 0.326 -0.153 0.019 -0.221 0.323
H -3.356 8.568 -0.852 0.531 -0.309 -0.242 0.398
C -2.176 3.832 -7.363 -1.029 -0.437 1.584 -0.988
C -2.978 2.664 -7.901 2.208 1.913 -2.395 0.574
O -2.654 2.082 -8.895 -1.192 -0.621 1.529 -0.416
N -4.419 2.640 -7.413 1.860 -2.833 -0.361 -0.165
H -4.576 3.539 -6.981 -0.765 0.105 0.560 0.379
H -4.883 2.519 -8.302 -0.919 0.332 -0.159 0.350
C -4.660 1.309 -6.581 -0.832 1.472 0.176 -0.696
H -2.297 4.674 -8.044 0.242 -0.146 -0.313 0.345
H -1.136 3.618 -7.117 -0.134 -0.102 -0.453 0.313
H -2.668 4.145 -6.442 0.322 0.253 0.291 0.319
H -5.111 0.573 -7.247 -0.018 0.343 0.043 0.308
H -5.339 1.667 -5.808 -0.108 -0.566 -0.031 0.387
H -3.774 0.877 -6.114 0.302 0.635 -0.319 0.291
C 4.458 -6.973 -5.605 1.446 0.975 1.069 -0.792
N 5.789 -6.514 -4.995 3.012 -0.094 -0.050 -0.218
C 6.541 -7.780 -4.570 0.534 -0.165 0.647 -0.824
C 6.661 -5.777 -6.016 -1.077 0.073 -0.654 -0.934
C 5.707 -5.647 -3.712 -1.183 0.415 -1.572 -0.476
C 4.874 -4.357 -3.925 0.144 0.239 0.174 -0.551
O 3.560 -4.591 -3.527 -0.573 -0.652 0.558 -0.528
H 4.049 -6.117 -6.141 -0.259 -0.293 0.112 0.337
H 3.908 -7.242 -4.704 -0.554 -0.248 -0.584 0.367
H 4.745 -7.802 -6.252 -0.541 0.119 0.030 0.397
H 7.613 -7.684 -4.399 0.009 1.162 -0.036 0.373
H 6.569 -8.608 -5.279 -0.983 0.268 -0.251 0.389
H 6.162 -8.067 -3.589 -0.355 -0.372 -0.351 0.378
H 7.637 -5.438 -5.666 -0.123 -0.625 0.479 0.373
H 6.143 -4.873 -6.337 -0.210 -0.112 0.125 0.386
H 6.742 -6.402 -6.905 0.228 -0.110 0.175 0.417
H 6.688 -5.305 -3.383 0.244 -0.717 -0.388 0.398
H 5.275 -6.363 -3.013 -0.221 0.735 0.412 0.454
H 4.831 -3.898 -4.913 0.575 -0.717 -0.650 0.318
H 5.372 -3.554 -3.381 -0.069 -0.063 0.699 0.420
H 3.022 -3.799 -3.592 0.002 0.189 -0.031 0.319
C -5.755 0.841 3.356 -1.246 0.224 0.072 -0.854
N -7.124 1.059 2.629 0.487 0.534 0.321 -0.160
C -6.856 1.512 1.135 0.431 -1.418 2.097 -0.923
C -7.765 -0.331 2.666 -0.565 1.315 -0.659 -0.853
C -8.005 2.137 3.396 0.874 -1.223 0.007 -0.499
C -9.249 2.572 2.666 -0.091 1.434 0.361 -0.674
O -10.190 1.594 2.345 0.651 -0.770 -0.500 -0.487
H -6.029 0.387 4.308 0.116 0.135 0.031 0.400
H -5.188 1.753 3.546 -0.370 0.154 -0.328 0.350
H -5.132 0.127 2.819 -0.298 0.152 -0.313 0.370
H -7.777 1.557 0.554 0.133 0.086 0.263 0.352
H -6.222 0.668 0.864 -0.029 0.347 -0.857 0.474
H -6.261 2.425 1.173 -0.319 -0.005 -0.127 0.379
H -8.709 -0.220 2.132 -0.002 -0.264 0.092 0.377
H -7.966 -0.602 3.702 0.191 -0.019 -0.148 0.389
H -7.114 -1.030 2.141 0.001 0.064 0.232 0.379
H -7.341 2.995 3.505 -0.086 0.072 -0.181 0.357
H -8.203 1.790 4.410 0.050 -0.548 -0.150 0.441
H -8.876 3.217 1.870 -0.388 -0.331 -0.900 0.409
H -9.811 3.272 3.283 0.681 0.372 0.653 0.424
H -10.981 2.074 2.087 -0.314 -0.222 -0.148 0.352
C 4.226 -2.401 3.809 0.112 0.134 -0.254 -1.226
C 3.571 -3.092 5.034 0.145 1.004 -1.055 -0.632
C 2.450 -2.193 5.617 -0.266 -0.300 -0.520 -0.477
C 2.970 -0.920 6.207 0.647 0.249 1.610 -1.236
N 2.050 -0.219 7.281 0.282 0.322 -0.866 0.400
C 0.768 0.316 6.499 1.111 1.387 0.484 -0.595
C 1.097 1.822 6.211 0.421 0.040 0.407 -0.562
C 2.523 2.067 6.775 -0.184 1.519 -1.675 -0.654
C 2.867 1.018 7.774 -0.470 -0.116 -0.696 -0.535
C 1.627 -1.085 8.461 -0.411 -0.470 -0.908 -1.031
C 2.699 -2.022 8.977 0.257 -0.594 0.724 -0.344
C 2.478 -2.496 10.462 0.866 1.140 -0.938 -1.426
H 3.551 -2.047 3.030 -0.592 -0.094 0.252 0.344
H 4.927 -3.008 3.237 0.102 -0.349 0.452 0.377
H 4.784 -1.511 4.102 0.113 0.014 0.211 0.295
H 4.380 -3.270 5.743 -0.232 -0.120 0.329 0.294
H 3.144 -4.052 4.743 -0.005 0.047 0.080 0.374
H 1.893 -2.760 6.363 -0.127 0.045 -0.061 0.387
H 1.792 -1.892 4.801 -0.315 -0.538 -0.090 0.364
H 3.264 -0.161 5.482 -0.464 0.053 -0.019 0.514
H 3.895 -1.179 6.722 -0.030 0.252 0.333 0.529
H -0.125 0.237 7.118 0.326 -0.279 0.194 0.431
H 0.641 -0.279 5.594 0.152 0.008 0.250 0.290
H 0.467 2.571 6.690 -0.554 -0.714 0.463 0.328
H 1.017 2.146 5.173 0.251 -0.644 -0.192 0.348
H 2.548 3.080 7.176 0.073 -0.162 0.417 0.441
H 3.226 2.152 5.946 0.179 -0.487 -0.010 0.325
H 2.600 1.411 8.755 -0.405 -0.900 0.183 0.441
H 3.937 0.810 7.758 -0.211 -0.393 0.140 0.285
H 0.810 -1.701 8.084 -0.288 0.247 0.173 0.593
H 1.250 -0.351 9.174 0.008 -0.300 0.219 0.612
H 3.653 -1.546 8.749 0.323 -0.138 0.758 0.404
H 2.699 -2.965 8.431 -0.013 0.219 -0.522 0.220
H 2.426 -1.609 11.093 -0.644 -0.167 0.220 0.384
H 3.356 -3.017 10.845 -0.035 -0.238 -0.341 0.384
H 1.621 -3.168 10.494 -0.061 0.339 0.317 0.353
C -2.728 -7.421 0.673 1.836 1.424 -0.442 -1.344
C -2.443 -8.890 0.570 -2.550 -1.124 0.600 -0.507
C -3.769 -9.656 0.989 1.115 -1.378 -0.625 -0.560
C -3.541 -11.161 0.620 -1.215 0.885 0.762 -0.956
N -4.634 -12.191 1.050 0.428 -0.689 0.360 0.331
C -4.292 -13.486 0.253 -1.143 0.864 -0.398 -0.755
C -3.219 -14.163 1.052 0.188 -0.093 0.904 -0.769
C -3.701 -13.958 2.551 1.912 0.171 -1.753 -0.607
C -4.402 -12.620 2.555 -1.419 0.087 -0.691 -0.504
C -6.093 -11.744 0.870 0.467 -0.672 -2.469 -0.795
C -6.430 -11.406 -0.673 0.069 1.782 1.826 -0.171
C -7.903 -11.031 -0.960 0.069 -0.751 -0.308 -1.406
H -2.759 -7.040 1.694 -0.053 -0.226 0.064 0.334
H -3.508 -6.908 0.110 -0.531 -0.918 -0.078 0.363
H -1.837 -7.004 0.205 0.230 0.691 0.300 0.384
H -1.624 -9.192 1.223 -0.025 0.156 0.134 0.330
H -2.153 -9.198 -0.434 -0.140 0.146 -0.144 0.442
H -4.613 -9.261 0.423 0.050 0.062 0.051 0.286
H -3.970 -9.537 2.053 0.063 0.103 0.051 0.388
H -2.622 -11.481 1.111 -0.051 -0.222 -0.262 0.447
H -3.468 -11.216 -0.467 0.090 -0.224 0.156 0.356
H -5.215 -14.049 0.111 -0.085 -0.237 0.725 0.454
H -4.090 -13.194 -0.777 0.607 0.097 0.203 0.472
H -3.100 -15.223 0.826 -0.266 0.069 -0.085 0.450
H -2.244 -13.723 0.846 -0.028 0.164 0.165 0.304
H -4.334 -14.823 2.748 -0.070 0.426 0.575 0.357
H -2.839 -13.865 3.212 -0.124 -0.686 0.104 0.300
H -5.347 -12.846 3.048 -0.435 0.738 -0.434 0.320
H -3.979 -11.756 3.067 0.429 -0.342 -0.097 0.452
H -6.249 -10.933 1.583 -0.208 0.067 -0.362 0.470
H -6.704 -12.613 1.110 0.110 0.068 0.471 0.551
H -6.119 -12.143 -1.414 0.103 -0.289 0.482 0.317
H -5.904 -10.480 -0.904 0.518 -0.126 -0.043 0.169
H -7.894 -10.400 -1.849 -0.136 -0.223 -0.136 0.369
H -8.487 -10.472 -0.229 0.469 -0.134 0.425 0.365
H -8.432 -11.957 -1.187 -0.343 0.207 -0.032 0.365
C 10.130 10.638 -1.866 -1.158 1.166 0.772 -1.259
C 8.711 10.244 -1.308 1.154 0.258 -1.078 -0.710
C 8.618 8.727 -1.608 -1.580 0.395 0.588 -0.335
C 7.101 8.301 -1.583 1.760 -0.953 -0.083 -1.016
N 6.888 6.753 -1.864 -1.508 0.809 1.206 0.686
C 5.429 6.367 -1.565 -0.817 0.380 0.130 -0.883
C 5.412 5.903 -0.130 -0.724 0.254 0.194 -0.641
C 6.657 5.077 -0.050 0.439 -0.451 -0.102 -0.520
C 7.671 5.925 -0.786 0.676 0.855 -0.536 -0.651
C 7.192 6.386 -3.296 0.904 0.617 -0.483 -0.810
C 6.431 7.161 -4.375 -0.820 1.230 0.897 -0.346
C 6.484 6.616 -5.776 -0.134 -0.668 -0.341 -1.487
H 10.480 11.583 -1.451 0.083 -0.145 0.486 0.415
H 10.049 10.924 -2.915 0.146 -0.841 -0.232 0.301
H 10.844 9.850 -1.626 0.114 0.161 -0.387 0.339
H 7.935 10.860 -1.762 -0.031 -0.246 -0.587 0.447
H 8.578 10.511 -0.259 0.387 -0.567 0.260 0.397
H 9.213 8.296 -0.803 -0.244 -0.518 -0.014 0.271
H 9.128 8.463 -2.534 -0.253 0.240 -0.172 0.380
H 6.538 8.876 -2.318 -0.061 -0.294 0.067 0.494
H 6.756 8.513 -0.571 -0.407 -0.283 -0.128 0.316
H 5.106 5.523 -2.174 0.454 0.052 -0.349 0.494
H 4.736 7.179 -1.783 0.335 0.177 -0.037 0.358
H 4.525 5.370 0.211 -0.149 -0.219 -0.689 0.416
H 5.428 6.731 0.579 0.476 0.284 -0.067 0.334
H 6.647 4.143 -0.611 -0.772 -0.240 0.263 0.289
H 6.820 4.866 1.007 0.847 -0.024 -0.204 0.372
H 8.439 5.402 -1.356 -0.020 -0.166 0.326 0.354
H 8.152 6.623 -0.100 -0.028 0.111 -0.322 0.269
H 6.980 5.320 -3.389 0.364 -0.045 0.033 0.489
H 8.239 6.655 -3.433 0.212 -0.729 0.046 0.512
H 6.746 8.203 -4.431 0.311 0.054 0.354 0.293
H 5.395 7.221 -4.041 -0.287 -0.021 -0.271 0.331
H 5.998 7.244 -6.523 -0.261 0.300 0.451 0.397
H 5.921 5.683 -5.769 0.401 -0.330 -0.420 0.355
H 7.495 6.521 -6.173 0.105 -0.444 0.273 0.348
P 0.440 10.333 -6.013 -1.126 -0.894 0.547 1.152
F 1.625 10.729 -4.962 -0.800 0.397 0.112 -0.358
F -0.790 10.818 -5.041 1.098 0.843 0.332 -0.359
F 0.532 11.821 -6.732 0.138 -1.765 0.601 -0.348
F -0.725 9.826 -7.004 0.304 0.446 -1.156 -0.346
F 1.575 9.616 -6.902 0.171 0.828 -0.995 -0.344
F 0.283 8.853 -5.281 0.315 -0.101 0.788 -0.398
P -0.566 1.597 -1.820 1.199 -2.005 0.535 1.184
F -0.488 0.725 -3.201 -0.180 1.116 -0.607 -0.365
F 0.960 1.026 -1.507 0.132 0.940 -0.773 -0.391
F -0.096 2.980 -2.582 -0.066 -1.384 1.320 -0.344
F -0.445 2.161 -0.255 -0.933 1.265 -1.360 -0.374
F -2.109 1.990 -2.070 0.293 0.824 0.190 -0.345
F -1.126 0.233 -1.161 -0.497 -0.859 0.806 -0.367
P -7.745 6.548 -3.934 -1.933 0.527 0.105 1.151
F -9.079 7.463 -3.996 -0.403 -0.647 -0.390 -0.349
F -8.604 5.139 -3.860 0.407 0.861 -0.334 -0.368
F -7.699 6.546 -5.569 -0.032 -1.280 0.447 -0.354
F -6.388 5.672 -3.784 0.009 -0.200 0.014 -0.353
F -6.885 7.860 -4.014 1.247 1.091 0.744 -0.325
F -7.916 6.704 -2.278 0.982 -0.649 -0.337 -0.401
```
Forces are in eV/Å.

Calculated values
charge = +4
frontier orbital gap = 6.89 eV
LUMO level = -6.48 eV
E_tot = -148072.8391 eV
HOMO level = -13.4 eV
spin multiplicity = 1

***

C22H32N2O5 in the gas phase, computed with ωB97M-V/def2-TZVPD.

Geometry as XYZ:
```
61
Properties=species:S:1:pos:R:3:forces:R:3:mulliken_charge:R:1
C -9.015 -1.822 1.310 -0.105 -0.010 -0.034 -0.726
O -7.624 -1.723 1.164 0.314 0.110 0.070 -0.326
C -7.218 -1.598 -0.182 0.047 -0.035 -0.252 -0.695
C -5.737 -1.230 -0.195 -0.614 0.112 0.032 -0.651
C -5.550 0.285 -0.180 0.124 -0.382 0.118 0.898
O -6.465 1.049 -0.419 -0.353 0.133 -0.112 -0.682
N -4.309 0.739 0.119 0.161 0.303 0.174 0.054
C -3.095 -0.034 0.214 0.241 -0.306 -0.182 -0.920
H -3.310 -1.097 0.296 0.001 0.071 0.061 0.485
C -2.207 0.228 -1.008 0.153 0.223 0.342 -0.626
H -1.285 -0.348 -0.913 0.026 -0.027 -0.067 0.473
H -2.724 -0.086 -1.917 0.007 -0.044 -0.046 0.419
C -1.890 1.727 -1.113 -0.290 -0.171 -0.677 0.031
C -3.193 2.532 -1.114 0.271 -0.109 0.321 -1.011
C -4.051 2.165 0.096 -0.195 0.365 -0.181 -1.067
H -5.013 2.678 0.052 0.172 -0.033 0.083 0.451
H -3.526 2.443 1.014 -0.067 0.002 -0.003 0.389
H -2.959 3.596 -1.086 0.018 0.038 -0.076 0.445
H -3.741 2.317 -2.032 -0.018 0.007 -0.036 0.411
O -1.132 2.169 0.001 0.027 0.109 0.183 -0.333
C 0.207 1.950 0.058 0.271 0.013 0.193 0.758
C 0.972 1.308 -0.911 -0.352 0.018 -0.144 0.058
C 2.337 1.161 -0.729 0.160 0.110 0.262 -0.573
C 2.964 1.640 0.413 -0.131 0.152 -0.200 0.041
C 2.199 2.298 1.372 0.061 -0.103 -0.120 -0.640
C 0.840 2.441 1.203 -0.176 -0.049 -0.112 -0.852
H 0.238 2.947 1.941 -0.074 0.060 0.092 0.428
H 2.682 2.696 2.251 0.041 0.073 0.090 0.438
C 4.449 1.566 0.577 -0.079 -0.017 0.061 0.361
O 5.137 2.571 0.577 0.019 0.304 0.023 -0.677
N 4.982 0.331 0.739 0.166 -0.170 0.035 0.202
C 4.269 -0.922 0.769 -0.040 -0.341 -0.306 -1.025
H 3.195 -0.751 0.696 0.108 -0.076 0.042 0.436
H 4.489 -1.429 1.718 -0.064 -0.034 -0.055 0.318
C 4.760 -1.813 -0.385 -0.521 -0.071 0.220 0.723
C 4.113 -3.190 -0.346 0.301 0.396 -0.059 -1.614
H 4.497 -3.797 -1.160 -0.008 -0.087 -0.079 0.375
H 3.035 -3.100 -0.440 -0.140 -0.028 -0.013 0.401
H 4.354 -3.681 0.593 -0.007 -0.081 0.128 0.361
O 6.159 -1.986 -0.301 0.084 -0.144 -0.008 -0.406
C 6.864 -0.757 -0.353 0.311 0.324 0.206 0.540
C 8.350 -1.069 -0.278 -0.487 0.003 -0.077 -1.583
H 8.927 -0.151 -0.346 0.107 0.091 -0.008 0.402
H 8.628 -1.730 -1.094 0.073 -0.045 -0.076 0.375
H 8.574 -1.567 0.661 0.063 -0.045 0.125 0.358
C 6.418 0.158 0.796 0.217 0.022 -0.344 -1.151
H 6.880 1.142 0.714 0.000 -0.131 0.040 0.480
H 6.691 -0.301 1.753 0.035 0.006 -0.034 0.322
H 6.630 -0.253 -1.308 0.004 -0.046 0.142 0.256
H 4.518 -1.309 -1.339 0.026 -0.028 0.131 0.189
H 2.919 0.675 -1.499 0.062 -0.069 -0.069 0.414
H 0.527 0.926 -1.816 -0.079 -0.019 -0.050 0.388
H -1.341 1.933 -2.043 -0.037 -0.008 0.171 0.374
H -2.556 0.284 1.114 -0.056 -0.140 -0.027 0.198
H -5.284 -1.674 0.691 0.114 -0.084 -0.084 0.342
H -5.257 -1.633 -1.089 0.087 -0.048 0.031 0.393
H -7.795 -0.807 -0.682 0.085 -0.143 0.050 0.332
H -7.389 -2.549 -0.712 0.047 0.097 0.075 0.401
H -9.211 -1.912 2.377 -0.093 -0.011 -0.031 0.240
H -9.519 -0.930 0.919 -0.002 -0.032 0.023 0.302
H -9.409 -2.706 0.791 -0.015 0.026 0.037 0.292
```
Forces are in eV/Å.

Calculated values
charge = 0
SMILES = COCCC(=O)N1CCC(Oc2ccc(C(=O)N3C[C@@H](C)O[C@@H](C)C3)cc2)CC1
frontier orbital gap = 9.23 eV
LUMO level = 0.48 eV
E_tot = -36551.5628 eV
HOMO level = -8.7 eV
spin multiplicity = 1

***

- spin multiplicity of number 2 (C22H32N2O5)?
  1

***

- Number 2 is which compound?
  C22H32N2O5

***

- Number 2 is which compound?
  C22H32N2O5